No. 1
Molecular formula: H26O13
Method: DFT, ωB97M-V with the def2-TZVPD basis set

Calculated values
HOMO level (eV): -9.41
Frontier orbital gap (eV): 8.6
Max |F| (eV/A): 3.6

Last columns: bonded neighbours and bond lengths (Å).
CARTESIAN COORDINATES (ANGSTROEM)
1 O -8.14000 8.52100 5.47100  H19 0.993, H28 0.981
2 O -4.55600 6.21000 3.77300  H20 0.974, H27 0.980
3 O -9.38700 4.17900 1.46900  H14 0.948, H15 0.970
4 O -3.82100 3.51800 3.31900  H17 0.951, H39 0.936
5 O -10.27300 4.21000 4.02500  H16 0.996, H23 0.956
6 O -8.06100 7.52200 2.75000  H22 0.963, H35 0.967
7 O -5.67700 3.54600 5.77500  H31 0.944, H36 0.960
8 O -7.31100 5.30400 4.21100  H30 0.942, H37 0.940
9 O -6.22700 3.92300 1.86200  H33 0.907, H38 0.952
10 O -5.71100 6.88100 6.12000  H21 0.974, H24 0.944
11 O -8.26100 5.94200 6.90600  H29 0.976, H34 0.946
12 O -8.62200 3.05200 6.22200  H18 0.952, H26 0.967
13 O -5.04900 6.17800 1.13700  H25 0.943, H32 0.961
14 H -9.31500 4.33800 2.40100  O3 0.948
15 H -10.13900 3.56700 1.47500  O3 0.970
16 H -11.08700 3.68900 4.26700  O5 0.996
17 H -4.32400 4.26200 3.63200  O4 0.951
18 H -9.23400 2.78500 6.90000  O12 0.952
19 H -8.68900 8.46300 6.29600  O1 0.993
20 H -4.89900 6.57800 4.60700  O2 0.974
21 H -6.62700 6.55300 6.15900  O10 0.974
22 H -8.02100 7.19300 1.84600  O6 0.963
23 H -9.71400 4.13500 4.79700  O5 0.956
24 H -5.35000 7.05700 6.97400  O10 0.944
25 H -5.44800 5.32800 1.22100  O13 0.943
26 H -8.28000 3.90700 6.51800  O12 0.967
27 H -3.63900 6.54600 3.68700  O2 0.980
28 H -7.95800 7.64700 5.06500  O1 0.981
29 H -7.92800 6.01900 7.82000  O11 0.976
30 H -6.84500 4.90700 4.92700  O8 0.942
31 H -6.21700 2.83500 5.46900  O7 0.944
32 H -5.11600 6.44500 2.05800  O13 0.961
33 H -6.87900 3.32900 1.64900  O9 0.907
34 H -9.09000 6.38600 6.80600  O11 0.946
35 H -7.82800 6.73300 3.25800  O6 0.967
36 H -5.54900 3.67900 6.71700  O7 0.960
37 H -6.93200 4.85300 3.47800  O8 0.940
38 H -5.56900 3.45500 2.36700  O9 0.952
39 H -3.21500 3.42700 4.02700  O4 0.936

No. 2
Molecular formula: H26O13
Method: DFT, ωB97M-V with the def2-TZVPD basis set

Calculated values
HOMO level (eV): -9.32
Frontier orbital gap (eV): 8.5
Max |F| (eV/A): 5.2

Last columns: bonded neighbours and bond lengths (Å).
CARTESIAN COORDINATES (ANGSTROEM)
1 O 4.36250 1.30739 -3.17792  H14 0.917, H34 0.972
2 O -0.58576 -3.03613 0.69105  H24 0.905, H38 0.989
3 O -1.34672 3.54517 -0.76879  H32 0.896, H37 0.974
4 O -2.74162 2.70723 1.03164  H23 0.969, H28 0.920
5 O 0.59627 -0.51725 0.43319  H31 0.966, H35 1.027
6 O 1.82313 -2.66355 2.98994  H22 1.015, H39 0.955
7 O 2.57100 0.61439 3.63842  H15 0.976, H21 0.910
8 O -3.91970 -0.24491 2.93374  H25 0.956, H27 0.931
9 O 0.27462 -4.71701 1.52168  H19 0.956, H30 1.014
10 O -1.06026 -1.97413 -2.22043  H17 0.966, H33 0.947
11 O 1.86126 3.24655 0.34592  H16 1.026, H20 0.940
12 O -0.10936 1.45466 -4.12624  H18 0.968, H26 0.906
13 O -3.02288 -0.44178 -2.56627  H29 0.992, H36 0.956
14 H 4.21396 0.76216 -3.90012  O1 0.917
15 H 2.13208 1.06379 4.38518  O7 0.976
16 H 2.50345 2.88674 -0.36884  O11 1.026
17 H -0.88232 -1.74427 -3.14204  O10 0.966
18 H -0.07569 1.57875 -3.16659  O12 0.968
19 H 1.01836 -4.14624 1.33474  O9 0.956
20 H 1.19392 3.54086 -0.24746  O11 0.940
21 H 2.76390 1.36041 3.15501  O7 0.910
22 H 1.63841 -3.65120 2.84327  O6 1.015
23 H -1.83092 2.62746 1.35259  O4 0.969
24 H -0.06233 -2.29778 0.71354  O2 0.905
25 H -3.54544 -0.41131 2.07034  O8 0.956
26 H 0.61167 0.98023 -4.40289  O12 0.906
27 H -4.51987 0.46450 2.87604  O8 0.931
28 H -2.71285 2.54902 0.12620  O4 0.920
29 H -2.05186 -0.51844 -2.37603  O13 0.992
30 H -0.18360 -4.17946 2.24987  O9 1.014
31 H -0.23386 -0.16121 0.09047  O5 0.966
32 H -0.55706 3.30629 -0.41894  O3 0.896
33 H -0.19804 -2.03020 -1.83253  O10 0.947
34 H 4.95531 0.89385 -2.52807  O1 0.972
35 H 1.23487 -0.13612 -0.27437  O5 1.027
36 H -3.40864 -1.29642 -2.37929  O13 0.956
37 H -1.61766 4.30345 -0.22158  O3 0.974
38 H -1.44959 -2.71638 1.05073  O2 0.989
39 H 2.36133 -2.30910 2.28484  O6 0.955

No. 3
Molecular formula: H26O13
Method: DFT, ωB97M-V with the def2-TZVPD basis set

Calculated values
HOMO level (eV): -9.48
Frontier orbital gap (eV): 9.3
Max |F| (eV/A): 3.4

Last columns: bonded neighbours and bond lengths (Å).
CARTESIAN COORDINATES (ANGSTROEM)
1 O -2.32731 2.38778 -0.88383  H14 0.964, H25 0.964
2 O -3.05626 -0.48977 1.27849  H21 0.964, H30 0.964
3 O -2.85132 -2.20361 3.89298  H33 0.964, H34 0.964
4 O -1.11440 2.48723 0.85134  H38 0.964, H39 0.964
5 O 2.00761 -2.19454 -1.67912  H19 0.964, H36 0.964
6 O 3.56137 0.31404 2.24944  H24 0.964, H27 0.964
7 O 2.54093 -0.22071 -3.04036  H28 0.964, H37 0.964
8 O -1.91145 -1.18879 -1.88781  H26 0.964, H32 0.964
9 O -0.86537 0.84534 2.79642  H16 0.964, H31 0.964
10 O 1.51050 3.34018 -1.55198  H17 0.964, H35 0.964
11 O -0.87820 -0.85079 0.66348  H18 0.964, H20 0.964
12 O 3.24695 -2.98873 0.67615  H22 0.964, H29 0.964
13 O -1.05930 1.36717 -3.24557  H15 0.964, H23 0.964
14 H -1.57379 2.49133 -1.47583  O1 0.964
15 H -1.27162 2.30495 -3.31238  O13 0.964
16 H -0.13366 0.23954 2.95949  O9 0.964
17 H 1.91235 4.15984 -1.86127  O10 0.964
18 H -0.26567 -0.25688 0.21508  O11 0.964
19 H 1.36502 -2.34688 -2.38116  O5 0.964
20 H -0.76713 -1.69162 0.20560  O11 0.964
21 H -3.43494 -0.49834 2.16479  O2 0.964
22 H 2.77378 -3.79920 0.45652  O12 0.964
23 H -0.49891 1.30873 -2.46356  O13 0.964
24 H 4.16207 1.06327 2.33184  O6 0.964
25 H -2.26653 1.47360 -0.58455  O1 0.964
26 H -2.59403 -1.56396 -1.32006  O8 0.964
27 H 3.44734 0.00419 3.15497  O6 0.964
28 H 3.30804 -0.77691 -2.86383  O7 0.964
29 H 2.77642 -2.30308 0.18884  O12 0.964
30 H -3.55983 -1.15925 0.80184  O2 0.964
31 H -1.61574 0.43068 3.23687  O9 0.964
32 H -1.27874 -1.90719 -1.99996  O8 0.964
33 H -2.64182 -2.93539 3.30171  O3 0.964
34 H -2.00529 -1.76227 4.02879  O3 0.964
35 H 2.10214 3.03784 -0.85373  O10 0.964
36 H 1.75697 -1.33870 -1.31346  O5 0.964
37 H 2.66246 0.06355 -3.95328  O7 0.964
38 H -0.24877 2.33461 1.24680  O4 0.964
39 H -0.91387 2.82274 -0.02969  O4 0.964

Question: What is the max |F| in the third record?
Answer: 3.4 eV/A